ORCA calculation (the ωB97M-V functional and the def2-TZVPD basis) on one molecule with the formula C21H25ClN2O7S in a non-equilibrium geometry.

The geometry in XYZ format:
```
57
Properties=species:S:1:pos:R:3:forces:R:3
C -4.9090 1.0606 -3.6836 0.084 0.079 -0.196
O -5.4061 0.6033 -2.4473 -0.009 -0.069 0.320
C -4.6222 0.7403 -1.3495 -0.099 -0.115 0.386
C -3.3526 1.3090 -1.3466 -0.088 -0.006 -0.196
C -2.6201 1.4054 -0.1739 -0.261 -0.123 0.124
N -1.3468 1.9729 -0.1150 -0.141 -0.097 0.550
C -0.5487 2.3992 -1.1238 0.434 0.260 0.222
O -0.8401 2.3939 -2.2987 -0.108 -0.021 -0.346
C 0.7951 2.9347 -0.6142 -0.112 -0.102 -0.215
C 1.3696 2.0688 0.4657 0.220 -0.024 0.181
C 1.2660 2.4076 1.8141 0.156 -0.141 -0.177
C 1.7403 1.5546 2.7799 0.123 -0.321 -0.020
C 2.3439 0.3235 2.4636 -0.180 0.347 0.330
O 2.7098 -0.3618 3.5589 -0.063 0.298 0.010
C 3.2645 -1.6637 3.5300 0.230 -0.465 0.177
C 2.4695 -0.0027 1.1100 0.363 -0.637 -0.421
S 3.2568 -1.4953 0.4661 -0.132 0.199 -0.266
O 4.6253 -1.5125 0.9113 -0.034 0.275 -0.212
O 2.4300 -2.6285 0.7793 -0.173 0.095 -0.279
N 3.2136 -1.2552 -1.1935 0.045 -0.261 1.243
C 2.5791 -2.2966 -1.9797 -0.205 -0.609 -0.139
C 3.5731 -3.4220 -2.2748 -0.300 0.053 0.055
O 4.7324 -2.9229 -2.9049 0.006 0.019 -0.198
C 5.3807 -1.9641 -2.0976 0.064 0.255 0.115
C 4.4529 -0.7865 -1.7865 0.595 0.062 -0.100
C 1.9733 0.8640 0.1476 -0.253 0.515 -0.034
C -3.1518 0.9281 1.0373 -0.021 0.023 -0.206
O -2.3465 1.0697 2.1398 0.019 0.116 -0.441
C -2.8053 0.5548 3.3676 -0.013 -0.047 0.202
C -4.4161 0.3645 1.0408 0.202 0.098 -0.013
C -5.1383 0.2746 -0.1385 0.104 0.104 -0.334
Cl -6.7111 -0.4301 -0.1130 -0.219 -0.114 0.066
H -5.6901 0.8418 -4.4097 0.087 0.037 0.016
H -3.9914 0.5359 -3.9652 -0.016 0.027 0.005
H -4.7198 2.1379 -3.6649 0.011 -0.034 -0.006
H -2.9064 1.6822 -2.2518 0.005 0.014 -0.051
H -0.9653 1.9852 0.8233 0.042 -0.018 -0.204
H 1.4648 2.9912 -1.4729 -0.109 0.041 0.008
H 0.6260 3.9483 -0.2437 0.036 0.020 -0.034
H 0.8151 3.3451 2.1062 -0.058 0.120 0.031
H 1.6627 1.8021 3.8267 0.005 0.007 0.122
H 3.3332 -1.9564 4.5772 -0.006 -0.016 -0.102
H 4.2571 -1.6665 3.0780 -0.117 0.028 0.166
H 2.6255 -2.3624 2.9889 0.007 0.077 0.159
H 1.7348 -2.6759 -1.4068 -0.069 -0.064 -0.238
H 2.2271 -1.8456 -2.9131 0.001 -0.014 0.081
H 3.1439 -4.1529 -2.9617 -0.034 0.008 0.115
H 3.8382 -3.9138 -1.3268 -0.022 -0.029 -0.095
H 6.2543 -1.6326 -2.6611 -0.022 0.030 0.102
H 5.7001 -2.4179 -1.1489 0.027 0.034 -0.133
H 4.9289 -0.1088 -1.0792 0.121 0.103 -0.198
H 4.2022 -0.2493 -2.7072 0.011 0.006 0.088
H 2.0667 0.5743 -0.8860 -0.032 0.046 -0.099
H -3.7149 1.0642 3.6999 0.020 -0.023 -0.021
H -2.9902 -0.5213 3.3049 -0.004 0.025 -0.012
H -2.0036 0.7427 4.0800 -0.093 -0.044 0.007
H -4.8630 -0.0128 1.9450 -0.027 -0.034 0.105
```
Forces are in eV/Å.

Properties
Energy relative to the best compared isomer or geometry (same formula, charge and spin)   5.7 kcal/mol
SMILES string   COc1cc(NC(=O)Cc2ccc(OC)c(S(=O)(=O)N3CCOCC3)c2)c(OC)cc1Cl
F_max   1.271 eV Å⁻¹
LUMO   0.526 eV

---

ORCA calculation (the ωB97M-V functional and the def2-TZVPD basis) on one molecule with the formula C21H25F3N2O2.

The geometry in XYZ format:
```
53
Properties=species:S:1:pos:R:3:forces:R:3
C -2.0210 1.2986 3.5484 -0.259 -0.322 -0.025
C -2.7855 0.0588 4.0036 0.333 0.228 0.216
O -3.8106 -0.3185 3.1085 -0.200 -0.198 -0.407
C -3.4897 -0.8562 1.8866 -0.081 0.046 0.058
C -2.2124 -1.2852 1.5546 -0.076 -0.031 0.024
C -1.9169 -1.8507 0.3216 -0.104 -0.078 -0.086
C -0.5027 -2.2802 0.0355 0.023 0.013 0.040
N 0.4272 -1.2070 0.3569 0.002 -0.068 0.141
C 0.2743 -0.0281 -0.4749 -0.015 0.160 -0.275
C 0.9002 -0.1739 -1.8761 -0.305 0.156 0.288
N 2.2984 -0.5415 -1.7569 -0.240 -0.433 -0.125
C 3.2929 0.4053 -1.7844 0.469 0.365 -0.162
C 4.4572 0.3103 -1.0044 -0.188 -0.143 0.037
C 5.4710 1.2403 -1.1072 0.070 0.156 -0.104
C 5.3772 2.3115 -1.9787 -0.085 0.037 -0.093
C 4.2321 2.4165 -2.7556 0.047 0.009 0.122
C 4.0817 3.5321 -3.7467 -0.083 0.283 -0.367
F 2.8549 4.0889 -3.7150 -0.154 -0.091 0.146
F 4.9524 4.5344 -3.5626 0.201 -0.021 0.210
F 4.2571 3.1138 -5.0182 0.043 -0.204 -0.012
C 3.2121 1.4861 -2.6747 0.057 0.066 0.100
C 2.4307 -1.7673 -0.9968 0.018 -0.042 0.346
C 1.8202 -1.6077 0.4054 0.215 -0.104 -0.160
C -2.9314 -1.9979 -0.6074 0.121 -0.006 0.129
C -4.2109 -1.5846 -0.2931 -0.109 0.124 0.244
C -4.5188 -1.0091 0.9358 0.023 -0.041 -0.202
O -5.8328 -0.6699 1.0718 0.250 -0.240 -0.126
C -6.2870 0.1032 2.1590 -0.287 0.248 0.319
H -1.5025 1.1135 2.6108 0.088 0.039 -0.051
H -1.2930 1.5757 4.3058 0.104 0.049 0.068
H -2.7113 2.1262 3.4041 -0.038 0.090 -0.003
H -2.0997 -0.7774 4.1874 -0.105 0.042 0.016
H -3.3187 0.2730 4.9346 0.137 -0.089 -0.084
H -1.4005 -1.1857 2.2557 0.068 0.090 0.126
H -0.2488 -3.1280 0.6811 0.052 -0.009 -0.111
H -0.4339 -2.6239 -1.0085 -0.040 -0.064 0.061
H -0.7894 0.1990 -0.5646 0.017 0.096 0.021
H 0.7689 0.8035 0.0397 -0.048 0.051 -0.074
H 0.7862 0.7644 -2.4126 -0.017 -0.061 -0.056
H 0.3833 -0.9573 -2.4400 -0.011 0.077 -0.050
H 4.5733 -0.4908 -0.2923 -0.032 -0.080 0.064
H 6.3481 1.1352 -0.4866 0.071 -0.027 0.067
H 6.1636 3.0442 -2.0541 0.062 0.068 -0.002
H 2.3619 1.5995 -3.3283 -0.080 -0.028 -0.044
H 3.4745 -2.0723 -0.9448 -0.025 -0.039 -0.041
H 1.8852 -2.5468 -1.5410 0.081 -0.014 0.027
H 1.9052 -2.5405 0.9664 0.021 0.005 0.041
H 2.3645 -0.8254 0.9456 0.078 -0.070 -0.003
H -2.7311 -2.4327 -1.5753 0.050 -0.044 -0.117
H -5.0167 -1.6914 -1.0019 -0.117 0.010 -0.073
H -7.3413 0.2885 1.9522 0.070 0.012 0.028
H -5.7582 1.0569 2.2250 -0.039 -0.055 0.009
H -6.1893 -0.4295 3.1067 -0.034 0.083 -0.094
```
Forces are in eV/Å.

Properties
Energy relative to the best compared isomer or geometry (same formula, charge and spin)   23.7 kcal/mol
SMILES string   CCOc1cc(CN2CCN(c3cccc(C(F)(F)F)c3)CC2)ccc1OC
F_max   0.616 eV Å⁻¹
LUMO   0.680 eV

---

ORCA calculation (the ωB97M-V functional and the def2-TZVPD basis) on C21H25IrN12O3 as an isolated structure in a non-equilibrium geometry.

The geometry in XYZ format:
```
62
Properties=species:S:1:pos:R:3:forces:R:3
Ir -1.1663 0.4590 0.0677 2.870 2.202 -0.239
O 2.2493 3.5934 3.1107 -0.151 0.265 0.320
C 3.1184 2.7075 2.6321 0.252 -0.513 -0.518
C 4.3879 2.6569 3.2215 -0.240 0.126 0.019
C 5.3468 1.7865 2.7562 -0.145 0.018 -0.053
C 5.0714 0.9264 1.6900 -0.099 -0.178 -0.198
C 3.8161 0.9206 1.1289 0.249 -0.165 0.131
C 2.8195 1.7907 1.5868 -0.309 0.255 0.147
C 1.4797 1.6910 1.0123 -0.016 0.992 0.570
O 1.0867 0.6030 0.4799 -1.397 -1.630 -0.562
N 0.6874 2.7606 1.0754 0.565 0.208 0.224
N -0.4935 2.5903 0.5182 -1.618 -2.089 -0.552
C -1.3604 3.5237 0.3862 0.299 0.235 0.155
C -2.6336 3.1955 -0.1914 -0.417 0.266 -0.031
C -3.6317 4.1547 -0.3275 0.214 -0.166 -0.062
C -4.8461 3.7948 -0.8856 -0.014 -0.152 -0.022
C -5.0335 2.4783 -1.2848 0.106 0.216 -0.049
C -4.0040 1.5727 -1.0994 -0.245 -0.241 -0.306
N -2.8272 1.9208 -0.5776 0.263 -1.921 0.637
H 1.4340 3.5967 2.5828 0.111 0.013 -0.075
H 4.5822 3.3286 4.0456 0.038 0.031 -0.003
H 6.3247 1.7711 3.2170 0.010 0.029 0.020
H 5.8328 0.2600 1.3121 0.039 0.008 0.009
H 3.5834 0.2529 0.3099 0.026 -0.040 0.006
H -1.1485 4.5395 0.7026 0.170 -0.070 0.029
H -3.4371 5.1644 0.0045 -0.007 0.034 -0.020
H -5.6339 4.5255 -1.0047 -0.014 0.014 0.004
H -5.9588 2.1612 -1.7418 -0.017 -0.087 0.050
H -4.1237 0.5375 -1.3891 0.047 -0.004 0.051
N -0.8054 -0.8627 -5.1400 0.157 -0.584 -0.366
N -0.5943 -0.1478 -4.0206 -0.032 0.447 0.690
N 0.2819 0.8303 -3.9699 0.119 0.010 -0.346
C 0.2466 1.1740 -2.6972 0.027 -0.023 0.104
N -0.6289 0.4176 -2.0288 0.279 0.633 0.866
N -1.1629 -0.4302 -2.8904 -0.393 -0.399 -0.159
H -0.4765 -0.4028 -5.9770 -0.012 0.188 0.100
H -1.7060 -1.3152 -5.1883 -0.087 0.161 0.124
H 0.8534 1.9493 -2.2651 0.025 0.039 0.025
O -2.3264 0.8157 2.8273 -0.453 -0.779 0.481
C -1.9448 0.3994 1.8584 1.066 1.560 -0.853
C 0.8722 -2.0373 -0.6161 0.655 -0.114 -0.291
N 1.3469 -3.3939 -0.5075 0.346 -0.054 -0.304
C 1.6339 -3.7041 0.8957 -0.268 0.194 -0.135
N 0.4049 -3.5582 1.6765 0.090 -0.079 0.530
C -0.0794 -2.2060 1.5927 0.245 -0.176 0.466
N -0.3837 -1.8425 0.1743 -1.524 1.566 -0.344
C -1.3983 -2.8143 -0.3347 -0.118 -0.626 -0.111
N -0.8994 -4.1630 -0.2364 -0.403 -0.368 -0.193
C 0.3268 -4.3114 -1.0208 -0.040 0.268 0.196
C -0.6045 -4.4859 1.1615 0.023 0.279 -0.135
H 0.6731 -1.8141 -1.6652 -0.104 -0.004 0.072
H 1.6278 -1.3525 -0.2374 -0.122 -0.044 -0.006
H 2.3947 -3.0186 1.2742 -0.016 -0.025 -0.010
H 2.0009 -4.7261 0.9809 -0.013 0.026 -0.015
H 0.6747 -1.5144 1.9733 -0.016 0.029 -0.072
H -0.9901 -2.1156 2.1897 -0.059 0.016 -0.093
H -1.6227 -2.5791 -1.3764 0.049 0.080 0.051
H -2.3073 -2.7263 0.2640 0.038 0.113 0.011
H 0.1278 -4.0766 -2.0685 -0.014 -0.031 0.017
H 0.6817 -5.3386 -0.9481 0.006 0.032 -0.007
H -0.2241 -5.5045 1.2222 -0.026 0.017 0.034
H -1.5143 -4.4085 1.7590 0.005 -0.009 -0.007
```
Forces are in eV/Å.

Properties
Energy relative to the best compared isomer or geometry (same formula, charge and spin)   64.4 kcal/mol
F_max   3.626 eV Å⁻¹
Net charge   +2
LUMO (spin up / spin down)   -8.314 / -8.313 eV

---

ORCA calculation (the ωB97M-V functional and the def2-TZVPD basis) on C21H25N2O4S2Tc as an isolated structure in a non-equilibrium geometry.

The geometry in XYZ format:
```
55
Properties=species:S:1:pos:R:3:forces:R:3
Tc 0.4694 -0.0329 -0.1360 -0.797 -1.393 2.350
C -2.9404 3.5947 -1.1936 -1.656 -0.590 -1.258
O -1.7503 3.2220 -0.5995 1.164 -0.721 1.116
C -1.7971 3.2309 0.8020 -0.886 -0.143 1.167
C -0.4277 3.2102 1.4394 0.999 0.520 -0.063
O 0.1973 1.8971 1.5509 0.141 0.012 -0.209
C 1.4373 1.9513 2.2994 -0.217 0.823 0.711
C 1.7189 0.5527 2.7756 0.260 -1.067 -0.564
O 2.0039 -0.2956 1.5916 -0.138 0.196 0.425
C 2.5751 -1.5947 1.9360 -0.264 -0.786 -0.982
H -3.0189 2.9231 -2.0862 -0.316 0.844 0.493
H -3.8764 3.4656 -0.5809 1.012 -0.160 -0.234
H -2.9114 4.6403 -1.4937 0.009 0.138 -0.166
H -2.2503 4.1962 1.1356 0.186 -0.552 -0.074
H -2.4484 2.3962 1.2307 0.698 0.812 -0.607
H 0.2588 3.8017 0.7884 -0.485 0.022 0.616
H -0.5009 3.6705 2.4761 0.175 -0.641 -1.173
H 2.3070 2.2925 1.6991 -0.683 0.072 0.020
H 1.2756 2.6861 3.1674 0.397 -1.216 -1.028
H 2.5758 0.4469 3.4571 -0.189 0.444 -0.299
H 0.8496 0.1051 3.2329 -0.381 0.040 0.331
H 2.0203 -2.3938 1.3664 0.289 0.874 1.010
H 3.5983 -1.6580 1.5690 0.109 0.403 -0.085
H 2.6192 -1.7808 3.0128 -0.492 0.187 -0.176
S 2.1302 1.0007 -1.2433 0.277 0.704 -0.617
C 3.2761 -0.3004 -1.4925 1.390 -0.021 -0.223
C 4.6545 0.0254 -1.6737 -0.510 -2.624 0.053
C 5.5790 -1.0424 -1.8022 -1.325 -0.187 0.697
C 5.1614 -2.4121 -1.6802 -1.276 1.945 -0.804
C 3.7873 -2.6912 -1.5785 0.916 0.449 0.326
C 2.8505 -1.6380 -1.4715 1.599 0.083 0.150
S 1.2158 -2.0139 -1.0990 -1.547 0.532 0.245
H 4.9954 1.0381 -1.6534 0.038 0.439 -0.114
H 6.6144 -0.7689 -1.8978 0.293 -0.207 -0.097
H 5.8324 -3.2401 -1.7825 0.463 -0.094 0.098
H 3.4983 -3.7407 -1.4829 -0.229 0.417 -0.102
O -0.8480 -0.8491 1.1958 -0.689 -0.177 -0.941
C -2.0143 -1.5098 0.9797 0.983 0.541 -0.933
C -2.6642 -2.0522 2.0895 -0.211 -0.438 -0.581
C -3.8204 -2.8096 1.8921 0.488 1.295 -1.443
C -4.3833 -2.9787 0.6099 1.112 -0.048 0.535
C -3.6944 -2.4786 -0.4718 -0.509 0.580 0.220
C -2.5866 -1.6636 -0.3371 1.752 0.784 1.358
C -2.1166 -0.7937 -1.4256 -1.099 -0.444 0.654
N -1.1310 0.1245 -1.3836 -0.623 -1.138 0.343
C -1.1786 0.8349 -2.5604 -0.125 -0.437 0.495
C -2.1826 0.3439 -3.2981 -0.092 0.356 -1.325
N -2.8612 -0.6468 -2.5778 2.192 0.294 -0.211
H -2.1729 -1.8330 3.0334 -0.412 -0.346 0.086
H -4.3855 -3.1780 2.6814 -0.617 -0.646 1.588
H -5.3280 -3.4794 0.4917 -0.019 -0.242 -0.061
H -4.0808 -2.5690 -1.4502 -0.690 -0.341 -0.856
H -0.4593 1.6089 -2.6792 0.138 0.385 -0.592
H -2.3303 0.6121 -4.3362 -0.645 -0.214 0.237
H -3.3419 -1.4267 -3.0363 0.044 0.679 0.490
```
Forces are in eV/Å.

Properties
Energy relative to the best compared isomer or geometry (same formula, charge and spin)   0.0 kcal/mol
2S+1   4
F_max   2.846 eV Å⁻¹
Net charge   +1
LUMO (spin up / spin down)   -3.407 / -4.253 eV

---

Q: Which formula does entry 1 have?
A: C21H25ClN2O7S